19
Properties=species:S:1:pos:R:3:mulliken_charge:R:1 method="wB97M-V/def2-TZVPD" charge=+2 homo_lumo_gap_ev="12.011 / 10.111" e_homo_ev="-19.063 / -17.229" e_above_lowest_kcal_mol=5.61 e_tot_ev=-46853.204 spin_multiplicity=5 lumo_ha="-0.259 / -0.262" s_squared=6.01
Fe -0.072 0.051 0.162 0.974
O 0.191 1.132 2.019 -0.459
H 0.784 0.858 2.735 0.293
H -0.096 2.030 2.254 0.293
O -1.583 1.077 -0.904 -0.435
H -1.512 2.026 -1.100 0.316
H -2.521 0.866 -1.043 0.294
O -1.564 -1.340 0.641 -0.473
H -2.100 -1.768 -0.047 0.339
H -1.483 -1.991 1.357 0.314
O 0.085 -1.099 -1.683 -0.401
H 0.153 -0.684 -2.557 0.299
H 0.227 -2.047 -1.843 0.296
O 1.384 -1.177 0.888 -0.436
H 1.713 -1.535 1.729 0.300
H 1.996 -1.519 0.213 0.329
O 1.204 1.506 -0.727 -0.452
H 2.040 1.898 -0.422 0.307
H 1.154 1.718 -1.673 0.303